The following is a quantum chemistry calculation of C6H10O in the gas phase, from OMol25.

Bonds (Å) are listed after each position.
Geometry (Å):
1 C -1.427 0.097 1.400  C2 1.513, H8 1.095, H9 1.096, H10 1.095
2 C 0.078 0.012 1.269  C1 1.513, O3 1.442, C7 1.545, H11 1.098
3 O 0.502 -1.310 0.882  C2 1.442, C4 1.423
4 C 1.156 -0.809 -0.279  O3 1.423, C5 1.546, C7 1.572, H12 1.096
5 C 0.213 -0.699 -1.499  C4 1.546, C6 1.545, H13 1.095, H14 1.093
6 C 0.111 0.825 -1.270  C5 1.545, C7 1.534, H15 1.096, H16 1.094
7 C 0.813 0.681 0.086  C2 1.545, C4 1.572, C6 1.534, H17 1.094
8 H -1.906 0.193 0.419  C1 1.095
9 H -1.778 -0.832 1.863  C1 1.096
10 H -1.728 0.942 2.027  C1 1.095
11 H 0.563 0.280 2.217  C2 1.098
12 H 2.121 -1.301 -0.440  C4 1.096
13 H -0.720 -1.243 -1.317  C5 1.095
14 H 0.627 -1.007 -2.462  C5 1.093
15 H 0.788 1.358 -1.948  C6 1.096
16 H -0.873 1.299 -1.329  C6 1.094
17 H 1.459 1.513 0.382  C7 1.094

Properties
**Strongest force on any atom**: 0.5 eV Å⁻¹
**Orbital gap**: 10.4 eV